[1]
{"formula": "C46H38BrFeN5P2SSe", "method": "ωB97M-V with the def2-TZVPD basis set", "multiplicity": 5, "homo_lumo_gap_ev": [6.87, 6.81], "largest_force_ev_per_a": 1.62, "e_lumo_ev": [-0.123, -0.178], "total_charge": 0, "homo_energy_ev": [-6.99, -6.98], "s2": 6.02, "species": ["Fe", "C", "P", "C", "C", "C", "C", "C", "C", "C", "C", "C", "C", "C", "C", "C", "C", "C", "C", "C", "P", "C", "C", "C", "C", "C", "C", "C", "C", "C", "C", "C", "C", "N", "H", "H", "H", "H", "H", "H", "H", "H", "H", "H", "H", "H", "H", "H", "H", "H", "H", "H", "H", "H", "H", "H", "H", "H", "H", "H", "Se", "C", "N", "S", "C", "C", "C", "N", "C", "C", "C", "C", "C", "N", "C", "C", "H", "H", "H", "H", "H", "H", "H", "H", "Br", "C", "C", "C", "C", "N", "C", "H", "H", "H", "H"], "xyz": [[-0.4901, 0.3020, -0.3887], [0.1412, 1.2634, 2.9494], [-0.9515, 1.6631, 1.5091], [-2.5662, 1.2571, 2.2412], [-3.6712, 2.0797, 2.0467], [-4.8853, 1.7473, 2.6187], [-5.0026, 0.5945, 3.3784], [-3.9136, -0.2450, 3.5453], [-2.7011, 0.0767, 2.9685], [-1.0354, 3.4844, 1.4517], [-1.0729, 4.3177, 2.5643], [-1.2034, 5.6852, 2.3930], [-1.2817, 6.2340, 1.1231], [-1.2316, 5.4086, 0.0107], [-1.1097, 4.0422, 0.1789], [0.4619, -0.1901, 2.8085], [0.9417, -1.1261, 3.7125], [1.1801, -2.2990, 2.9832], [0.8361, -2.0205, 1.6667], [1.0912, -2.8024, 0.4196], [0.2528, -1.9374, -0.9895], [-1.2710, -2.8946, -1.3002], [-2.0830, -2.4434, -2.3436], [-3.2568, -3.0987, -2.6576], [-3.6558, -4.2007, -1.9173], [-2.8822, -4.6267, -0.8531], [-1.7002, -3.9771, -0.5406], [1.3271, -2.3755, -2.4023], [0.8405, -2.8135, -3.6313], [1.6888, -2.9627, -4.7139], [3.0405, -2.6904, -4.5843], [3.5372, -2.2451, -3.3694], [2.6868, -2.0715, -2.2946], [0.3846, -0.7472, 1.5700], [-0.3575, 1.5013, 3.8938], [1.0544, 1.8682, 2.8677], [-3.5766, 2.9775, 1.4496], [-5.7474, 2.3795, 2.4634], [-5.9512, 0.3413, 3.8247], [-4.0125, -1.1588, 4.1139], [-1.8498, -0.5782, 3.0805], [-1.0198, 3.8984, 3.5586], [-1.2642, 6.3290, 3.2571], [-1.3962, 7.3003, 0.9956], [-1.2972, 5.8239, -0.9861], [-1.0865, 3.3727, -0.6730], [1.1197, -0.9731, 4.7601], [1.5565, -3.2276, 3.3692], [0.7817, -3.8471, 0.4967], [2.1686, -2.8114, 0.2135], [-1.7992, -1.5457, -2.8811], [-3.8695, -2.7499, -3.4767], [-4.5754, -4.7118, -2.1583], [-3.2033, -5.4719, -0.2616], [-1.1341, -4.3081, 0.3158], [-0.2092, -3.0374, -3.7382], [1.2985, -3.2956, -5.6664], [3.7013, -2.8235, -5.4291], [4.5910, -2.0275, -3.2638], [3.0745, -1.6809, -1.3628], [-5.3199, 0.3090, -1.2062], [-3.6133, 0.2129, -0.9726], [-2.4488, 0.1680, -0.8407], [0.4757, 3.0191, -6.7749], [0.2357, 2.3616, -5.1512], [-0.8833, 2.7332, -4.4134], [-1.0566, 2.1872, -3.1554], [-0.1923, 1.3430, -2.5951], [0.8853, 1.0050, -3.3022], [1.1450, 1.4808, -4.5725], [0.9891, 1.4901, -7.5647], [0.0205, 0.5838, -7.9651], [0.4460, -0.5968, -8.5571], [1.7177, -0.8963, -8.7475], [2.6309, -0.0213, -8.3706], [2.3245, 1.1975, -7.7798], [-1.6113, 3.4110, -4.8275], [-1.9419, 2.4225, -2.5774], [1.5694, 0.3157, -2.8265], [2.0325, 1.1671, -5.0985], [-1.0268, 0.7959, -7.8289], [-0.2665, -1.3364, -8.8969], [3.6585, -0.3081, -8.5499], [3.0971, 1.8953, -7.5014], [3.0212, 5.2953, -0.9669], [2.8919, 3.5409, -0.2463], [3.7890, 3.0981, 0.7157], [3.6304, 1.7918, 1.1605], [2.6350, 1.0056, 0.6106], [1.7692, 1.4447, -0.3077], [1.9018, 2.7030, -0.7208], [4.5772, 3.7356, 1.0824], [4.2934, 1.3775, 1.9045], [2.5046, -0.0187, 0.9268], [1.2153, 3.0540, -1.4780]]}

[2]
{"formula": "C35H81BClF10N25O15P2S3", "method": "ωB97M-V with the def2-TZVPD basis set", "homo_lumo_gap_ev": 7.94, "largest_force_ev_per_a": 4.31, "smiles": "CCB(O)[C@](F)(O[C@@](CCCO)(C[C@@H](C)Cl)[C@](CCC(F)(F)C(F)(F)C(F)(F)C(F)(F)F)(NCCCSC(=S)n1ccnc1)[PH2]=O)[PH2]=S.NC(N)=O.NC(N)=O.NC(N)=O.NC(N)=O.NC(N)=O.NC(N)=O.NC(N)=O.NC(N)=O.NC(N)=O.NC(N)=O.NC(N)=O", "e_lumo_ev": -0.110, "total_charge": 0, "homo_energy_ev": -8.05, "species": ["C", "C", "B", "O", "C", "F", "O", "C", "C", "C", "C", "O", "C", "C", "C", "Cl", "C", "C", "C", "C", "F", "F", "C", "F", "F", "C", "F", "F", "C", "F", "F", "F", "N", "C", "C", "C", "S", "C", "S", "N", "C", "C", "N", "C", "P", "O", "P", "S", "H", "H", "H", "H", "H", "H", "H", "H", "H", "H", "H", "H", "H", "H", "H", "H", "H", "H", "H", "H", "H", "H", "H", "H", "H", "H", "H", "H", "H", "H", "H", "H", "H", "H", "H", "H", "H", "C", "O", "N", "N", "H", "H", "H", "H", "C", "O", "N", "N", "H", "H", "H", "H", "C", "O", "N", "N", "H", "H", "H", "H", "C", "O", "N", "N", "H", "H", "H", "H", "C", "O", "N", "N", "H", "H", "H", "H", "C", "O", "N", "N", "H", "H", "H", "H", "C", "O", "N", "N", "H", "H", "H", "H", "C", "O", "N", "N", "H", "H", "H", "H", "C", "O", "N", "N", "H", "H", "H", "H", "C", "O", "N", "N", "H", "H", "H", "H", "C", "O", "N", "N", "H", "H", "H", "H"], "xyz": [[4.8825, -7.8954, -4.1912], [4.4391, -7.2522, -2.8259], [2.8638, -7.1118, -2.6204], [2.0528, -7.7980, -3.5105], [2.1397, -6.2633, -1.4045], [1.7062, -7.3694, -0.6089], [0.9669, -5.6342, -1.7505], [0.7790, -4.3276, -2.2885], [1.9895, -3.4246, -2.7361], [2.4253, -3.3434, -4.2406], [3.3432, -4.4640, -4.7863], [2.6384, -5.4893, -5.5063], [-0.0978, -4.5507, -3.5906], [-1.4920, -5.2073, -3.4431], [-2.1924, -5.0673, -4.8691], [-1.4367, -7.0156, -3.1660], [0.0000, -3.5445, -1.0707], [-1.0038, -2.4666, -1.5323], [-2.3168, -2.2700, -0.6576], [-2.1719, -1.3682, 0.5831], [-1.2449, -1.7627, 1.5021], [-1.7011, -0.1371, 0.1014], [-3.5058, -1.0231, 1.3813], [-3.6642, 0.3410, 1.4155], [-3.2967, -1.3753, 2.6949], [-4.8146, -1.7363, 0.9559], [-5.1937, -1.4798, -0.3307], [-4.6506, -3.0753, 1.1635], [-6.1050, -1.3509, 1.8292], [-7.0562, -0.7895, 1.0297], [-5.8773, -0.4782, 2.8152], [-6.6846, -2.4716, 2.3118], [1.1188, -3.1164, -0.1905], [1.4230, -1.7335, 0.0826], [2.1683, -1.6163, 1.4787], [2.0362, -0.1081, 1.9058], [3.0735, 0.3002, 3.3528], [2.5983, 2.0150, 3.7220], [1.5170, 2.7766, 2.7381], [3.1294, 2.6759, 4.8653], [4.0813, 2.0796, 5.6745], [4.2524, 3.0819, 6.6802], [3.3977, 4.1843, 6.3547], [2.7091, 3.9394, 5.2533], [-0.7964, -4.8250, 0.0992], [-1.9951, -5.5374, -0.4487], [3.3882, -5.4319, -0.2372], [2.9742, -5.8836, 1.6440], [4.1018, -7.9016, -4.9761], [5.2891, -8.9188, -4.0223], [5.7479, -7.2996, -4.5802], [4.8071, -7.9437, -2.0160], [4.9823, -6.2924, -2.6360], [1.2451, -7.2891, -3.7100], [1.6491, -2.3747, -2.5562], [2.9283, -3.5187, -2.1515], [3.0830, -2.4307, -4.2716], [1.6243, -3.0672, -4.9581], [4.0252, -4.8422, -3.9889], [4.0194, -3.9793, -5.5442], [3.3176, -6.0563, -5.9011], [-0.2853, -3.5376, -4.0483], [0.4835, -5.2092, -4.2858], [-2.1803, -4.6834, -2.7535], [-2.1498, -3.9877, -5.1509], [-3.2493, -5.4006, -4.7582], [-1.6259, -5.7210, -5.5620], [-1.4322, -2.6343, -2.5464], [-0.5829, -1.4367, -1.6380], [-2.8904, -3.2111, -0.5053], [-2.9823, -1.6633, -1.3297], [1.3140, -3.7326, 0.5960], [2.1814, -1.3518, -0.6580], [0.6147, -0.9745, 0.1069], [1.7088, -2.3105, 2.2208], [3.2430, -1.8970, 1.3697], [2.4118, 0.4992, 1.0461], [0.9588, 0.0800, 2.1047], [4.5456, 1.0798, 5.5738], [4.9216, 2.9733, 7.5473], [1.9581, 4.5838, 4.7884], [0.2080, -5.7040, 0.6152], [-1.2454, -4.1310, 1.2741], [3.4537, -4.0247, -0.2758], [4.7267, -5.9017, -0.4152], [0.3024, 3.4729, -0.8032], [1.4200, 3.2344, -0.3734], [-0.6259, 2.4972, -1.0224], [-0.1182, 4.7259, -1.0991], [-1.5512, 2.6785, -1.3713], [-0.3561, 1.5530, -0.8125], [0.5321, 5.4756, -0.9505], [-1.0353, 4.9372, -1.4534], [-0.0008, -0.4988, -4.6452], [0.0867, -1.6506, -4.2315], [0.5222, -0.1121, -5.8380], [-0.6251, 0.4843, -3.9465], [0.4637, 0.8230, -6.1956], [0.9924, -0.8137, -6.3824], [-1.0228, 0.2357, -3.0594], [-0.7051, 1.4319, -4.2658], [6.9547, 6.0356, 7.5823], [6.9133, 5.1436, 8.4133], [7.7723, 7.1232, 7.7157], [6.1941, 6.0255, 6.4551], [7.8232, 7.8677, 7.0468], [8.3487, 7.1645, 8.5366], [5.5728, 5.2402, 6.3274], [6.2170, 6.7492, 5.7624], [-4.0072, 5.0867, -0.2974], [-3.4055, 4.6574, -1.2767], [-4.2678, 4.3199, 0.7942], [-4.4632, 6.3635, -0.2265], [-4.7580, 4.6514, 1.6039], [-3.9437, 3.3683, 0.7760], [-4.2876, 6.9603, -1.0196], [-4.9581, 6.7363, 0.5623], [4.2084, -1.9609, 5.9452], [4.4885, -0.7686, 5.9133], [3.0485, -2.4230, 6.4674], [5.0463, -2.9196, 5.4545], [2.7999, -3.3930, 6.5034], [2.4057, -1.7455, 6.8381], [5.9160, -2.6100, 5.0597], [4.8392, -3.9004, 5.4686], [-7.7770, 5.7324, -2.2025], [-7.6469, 6.8927, -1.8332], [-8.9160, 5.2709, -2.7783], [-6.7820, 4.8066, -2.0641], [-9.0418, 4.3252, -3.0865], [-9.6731, 5.9250, -2.8974], [-5.9227, 5.1166, -1.6424], [-6.8643, 3.8510, -2.3570], [3.3909, 7.7149, -0.8852], [2.3809, 8.3667, -1.0906], [3.3546, 6.4400, -0.4107], [4.6427, 8.2088, -1.1143], [4.1704, 5.8846, -0.2346], [2.4497, 6.0460, -0.2313], [4.7073, 9.1473, -1.4651], [5.4850, 7.6902, -0.9524], [0.3705, -2.7629, 9.0733], [0.8258, -2.5724, 7.9560], [1.0227, -2.3776, 10.2039], [-0.8272, -3.3764, 9.2801], [0.6677, -2.5235, 11.1300], [1.9104, -1.9209, 10.0882], [-1.3361, -3.6738, 8.4668], [-1.2193, -3.5426, 10.1875], [6.5130, -2.9037, -1.5585], [5.4628, -2.4244, -1.9576], [7.6479, -2.9149, -2.3116], [6.6344, -3.4693, -0.3247], [8.5190, -3.3034, -2.0025], [7.5938, -2.5059, -3.2274], [5.8130, -3.4752, 0.2548], [7.4826, -3.8717, 0.0276], [-3.9739, 7.3171, -4.4938], [-3.1664, 8.1110, -4.9431], [-4.9784, 7.6854, -3.6489], [-3.9436, 5.9870, -4.7975], [-5.6550, 7.0458, -3.2690], [-5.0361, 8.6570, -3.4010], [-3.2181, 5.6760, -5.4173], [-4.5984, 5.3180, -4.4371], [-12.7892, 5.3590, -2.0567], [-12.0216, 5.3899, -3.0057], [-12.3673, 5.4964, -0.7688], [-14.1312, 5.1847, -2.2070], [-12.9801, 5.4744, 0.0243], [-11.3819, 5.6272, -0.6204], [-14.4774, 5.0802, -3.1440], [-14.7790, 5.1564, -1.4426]]}